Formula: C4H8N2O
Source: OMol25
Level of theory: the ωB97M-V functional and the def2-TZVPD basis

Geometry (Å):
N  -2.2301  -0.4471  0.1086
C  -0.7987  -0.4294  0.4391
C  0.1531  -0.4778  -0.7769
C  1.5565  0.0642  -0.4222
O  1.5907  1.4349  -0.0226
C  -0.5695  0.8775  1.0788
N  -0.4482  1.9536  1.4805
H  -2.5594  -1.3796  -0.1231
H  -2.7515  -0.1552  0.9333
H  -0.5080  -1.2268  1.1463
H  -0.3169  0.0647  -1.6052
H  0.3170  -1.5195  -1.0947
H  2.2043  -0.0630  -1.2889
H  1.9453  -0.5884  0.3804
H  2.4155  1.8920  -0.2334

Results
Orbital gap   10.8 eV
Relative energy (zero: lowest compared OMol25 entry of this formula, charge and spin)   51.7 kcal/mol
Energy   -9304.149 eV
SMILES   N#C[C@@H](N)CCO


Formula: C4H8N2O
Source: OMol25
Level of theory: the ωB97M-V functional and the def2-TZVPD basis

Geometry (Å):
C  0.3749  -1.5696  1.4319
N  0.1096  -1.2226  0.0435
C  0.5242  0.1104  -0.3276
C  -0.0496  0.4724  -1.7086
O  -1.1874  1.1001  -1.0736
C  -0.4014  1.2577  0.0632
N  -0.4545  2.2793  0.7879
H  -0.0661  -0.8793  2.1702
H  -0.0152  -2.5751  1.6154
H  1.4584  -1.5985  1.5894
H  -0.8864  -1.3057  -0.1447
H  1.5915  0.2528  -0.1429
H  -0.3374  -0.3572  -2.3500
H  0.5253  1.2386  -2.2397
H  -1.1858  2.7967  0.2855

Results
Orbital gap   10.4 eV
Relative energy (zero: lowest compared OMol25 entry of this formula, charge and spin)   62.3 kcal/mol
Energy   -9303.693 eV


Formula: C4H8N2O
Source: OMol25
Level of theory: the ωB97M-V functional and the def2-TZVPD basis

Geometry (Å):
C  -2.4000  0.0315  0.1858
N  -1.1702  -0.4595  -0.3941
C  0.0368  -0.3203  0.2296
N  0.3082  -0.2948  1.4795
C  1.1780  -0.1294  -0.7608
O  0.9788  -0.3376  -1.9414
C  2.4823  0.3803  -0.2197
H  -2.9470  0.6049  -0.5684
H  -2.1715  0.7073  1.0190
H  -3.0534  -0.7669  0.5527
H  -1.0953  -0.4792  -1.4014
H  -0.5257  -0.4792  2.0404
H  2.8853  -0.3074  0.5280
H  3.1832  0.5187  -1.0445
H  2.3105  1.3314  0.2952

Results
Orbital gap   9.9 eV
Relative energy (zero: lowest compared OMol25 entry of this formula, charge and spin)   27.0 kcal/mol
Energy   -9305.221 eV
SMILES   [H]/N=C(\NC)C(C)=O


Formula: C4H8N2O2
Source: OMol25
Level of theory: the ωB97M-V functional and the def2-TZVPD basis

Geometry (Å):
N  -1.5194  0.2765  0.7172
C  -0.0949  0.3182  0.3333
C  0.1996  -1.0853  -0.1482
C  -0.2811  -2.3473  0.6408
O  -0.1236  -3.4443  0.2648
C  0.2349  1.3141  -0.7691
N  1.5293  1.8070  -0.8801
O  -0.5017  1.9146  -1.5032
H  -1.7681  0.7268  1.6698
H  -2.2592  0.8300  0.0992
H  0.5581  0.5079  1.2225
H  -0.4256  -1.3208  -1.1961
H  1.2493  -1.3030  -0.3016
H  -0.8843  -2.1270  1.5836
H  1.7760  2.6743  -1.3107
H  2.3106  1.2582  -0.4222

Results
Orbital gap   10.1 eV
Relative energy (zero: lowest compared OMol25 entry of this formula, charge and spin)   58.4 kcal/mol
Energy   -11351.580 eV
SMILES   NC(=O)[C@@H](N)CC=O


Formula: C4H8N2O2
Source: OMol25
Level of theory: the ωB97M-V functional and the def2-TZVPD basis

Geometry (Å):
C  1.4522  -1.6758  1.2898
C  0.6905  1.2441  -0.2753
C  -0.7508  1.5535  -0.4749
C  -1.9004  0.4988  -0.8337
H  0.9488  -2.6634  1.5995
H  2.3238  -1.9929  0.5314
H  1.9897  -0.8112  1.9728
H  0.1168  -0.4559  1.3737
H  1.2650  2.1753  -0.5938
H  -3.0877  1.0020  -1.0232
H  -1.9933  -0.1730  0.0101
H  -0.4007  -0.5834  -1.8106
N  0.5085  -0.9045  0.4292
N  1.2809  0.2738  0.3126
O  -1.0168  2.6711  -0.3132
O  -1.4266  -0.1585  -2.1945

Results
Orbital gap   9.7 eV
Relative energy (zero: lowest compared OMol25 entry of this formula, charge and spin)   169.2 kcal/mol
Energy   -11346.775 eV
SMILES   CN/N=C\C(=O)CO


Formula: C4H8N2O2
Source: OMol25
Level of theory: the ωB97M-V functional and the def2-TZVPD basis

Geometry (Å):
C  -2.4264  0.7160  -0.1928
C  -0.0837  0.3238  0.6091
C  1.3079  -0.3796  0.2745
C  1.2461  -1.6044  -0.2348
N  -1.0404  0.0888  -0.4845
N  2.4346  0.4572  -0.0582
O  3.5465  0.0204  -0.0590
O  2.0813  1.4904  -0.5304
H  -2.5959  0.5091  0.8823
H  -3.0768  0.3586  -0.9286
H  -0.4837  -0.0799  1.5400
H  0.0523  1.3517  0.6342
H  2.2509  -2.0927  -0.4406
H  0.3292  -2.1264  -0.2542
H  -2.2875  1.8479  -0.1718
H  -1.2543  -0.8812  -0.5851

Results
Orbital gap   9.3 eV
Relative energy (zero: lowest compared OMol25 entry of this formula, charge and spin)   141.6 kcal/mol
Energy   -11347.971 eV
SMILES   C=C(CNC)[N+](=O)[O-]


Formula: C4H8N2O2
Source: OMol25
Level of theory: the ωB97M-V functional and the def2-TZVPD basis

Geometry (Å):
C  1.3872  -0.1848  0.2589
C  1.2529  1.1178  -0.3050
C  0.3453  0.6722  0.8335
C  -2.5867  -0.9076  0.6108
H  0.4948  -2.0116  0.2374
H  0.2088  -0.8801  -1.3059
H  2.2815  -0.4954  0.8774
H  2.1022  1.8198  -0.0152
H  0.0691  0.9439  -1.7819
H  0.1560  1.1690  1.7295
H  -3.2242  -0.0915  0.1730
H  -2.9219  -1.8666  1.1277
N  1.1075  -1.3301  -0.5031
N  -1.3821  -0.8352  0.8077
O  0.9445  1.1364  -1.7303
O  -0.8990  0.4116  0.2849

Results
Orbital gap   9.8 eV
Relative energy (zero: lowest compared OMol25 entry of this formula, charge and spin)   170.0 kcal/mol
Energy   -11346.740 eV


Formula: C4H8N2O2
Source: OMol25
Level of theory: the ωB97M-V functional and the def2-TZVPD basis

Geometry (Å):
C  2.7405  1.0985  -0.8031
C  -0.1686  -1.3894  0.9136
C  2.3633  -0.1231  -0.4612
C  -1.4031  0.5449  0.1030
N  -2.1915  0.7583  -1.0100
O  -0.3818  -0.4591  -0.1463
N  -1.8313  0.6404  1.2891
O  2.6204  -1.2421  -0.2301
H  -3.1917  0.7619  -0.8775
H  -1.8956  0.3702  -1.8893
H  -2.7709  1.0030  1.3940
H  3.2936  1.2145  -1.7194
H  3.1526  1.7536  -0.0546
H  0.0971  -0.8254  1.8095
H  0.5869  -2.0765  0.5389
H  -1.0199  -2.0296  1.1433

Results
Orbital gap   9.5 eV
Relative energy (zero: lowest compared OMol25 entry of this formula, charge and spin)   99.2 kcal/mol
Energy   -11349.812 eV
SMILES   [H]/N=C(\N)OC.C=C=O


Formula: C4H8N2O2
Source: OMol25
Level of theory: the ωB97M-V functional and the def2-TZVPD basis

Geometry (Å):
C  -0.1179  -0.6289  -0.7887
C  -0.1517  0.5832  -0.0273
C  -0.6943  0.5237  1.5031
C  0.9054  1.6311  -0.2996
H  0.2235  0.7811  -2.3184
H  0.3680  -1.0528  -2.9050
H  -0.3928  -1.9551  0.8513
H  -0.9327  -2.2894  -0.8464
H  -0.1960  1.2742  2.1128
H  -1.7615  0.4382  1.4889
H  0.6018  -0.6799  2.2474
H  2.1143  1.3641  -1.0972
N  -0.0114  -0.2439  -2.1739
N  -0.2912  -1.8555  -0.2684
O  -0.2707  -0.7196  2.4469
O  0.6074  2.8294  0.0746

Results
Orbital gap   8.8 eV
Relative energy (zero: lowest compared OMol25 entry of this formula, charge and spin)   133.4 kcal/mol
Energy   -11348.328 eV


Formula: C4H8N2O2
Source: OMol25
Level of theory: the ωB97M-V functional and the def2-TZVPD basis

Geometry (Å):
C  -1.6768  1.1725  0.0230
C  2.4731  0.5898  -0.2576
C  1.2297  -0.2713  -0.4610
C  -0.8041  -0.3064  0.7285
N  -2.5748  -1.7436  0.3986
N  -1.5479  -1.2517  0.0395
O  -2.8349  1.0832  -0.3776
O  0.5158  -0.2986  0.7545
H  -1.2892  2.0993  0.2504
H  3.1580  0.2185  -1.0371
H  2.3547  1.7022  -0.3986
H  3.0000  0.4428  0.7940
H  1.5452  -1.2339  -0.6626
H  0.5731  0.0228  -1.2464
H  -1.1027  0.0452  1.8206
H  -3.0191  -2.2708  -0.3681

Results
Orbital gap   9.3 eV
Relative energy (zero: lowest compared OMol25 entry of this formula, charge and spin)   130.0 kcal/mol
Energy   -11348.475 eV
SMILES   [H]/N=N/[C@H](C=O)OCC


Formula: C4H8N2O2
Source: OMol25
Level of theory: the ωB97M-V functional and the def2-TZVPD basis

Geometry (Å):
C  2.3249  -1.1814  -0.2598
C  0.2407  -0.1411  -0.1650
C  -1.7164  0.8440  0.6902
C  -1.1806  0.0831  -0.6373
H  2.2494  -1.8352  0.5975
H  2.9532  -1.5564  -1.0719
H  2.7423  -0.2380  0.0153
H  -0.7834  0.4486  2.5064
H  -2.5942  0.3483  1.1463
H  -1.9627  1.7848  0.3595
H  -1.6676  -0.8020  -0.9126
H  -0.3817  1.0651  -2.1550
N  0.5667  0.3190  0.9944
N  -0.5519  0.8702  1.5974
O  1.0738  -0.8840  -0.8886
O  -1.3125  0.8752  -1.8167

Results
Orbital gap   9.1 eV
Relative energy (zero: lowest compared OMol25 entry of this formula, charge and spin)   78.4 kcal/mol
Energy   -11350.712 eV
SMILES   COC1=NNC[C@H]1O


Formula: C4H8N2O2
Source: OMol25
Level of theory: the ωB97M-V functional and the def2-TZVPD basis

Geometry (Å):
C  1.9812  -0.0071  -0.0597
C  0.0706  -1.5480  0.1925
C  -0.5062  -0.2222  -0.2866
C  -1.7226  0.4208  0.2642
H  1.5555  1.8633  0.4749
H  3.1235  1.6385  -0.2510
H  0.4891  -2.1940  -0.5664
H  -0.3383  -2.0753  0.9949
H  -0.4226  -0.0769  -1.3777
H  -1.7900  0.0244  1.3176
H  -1.6301  1.4916  0.2757
H  -3.6001  0.4779  -0.3164
N  2.1625  1.3449  -0.1347
N  0.7026  -0.2517  0.5202
O  2.6967  -0.9024  -0.4720
O  -2.7717  0.0160  -0.5754

Results
Orbital gap   10.5 eV
Relative energy (zero: lowest compared OMol25 entry of this formula, charge and spin)   46.5 kcal/mol
Energy   -11352.095 eV
SMILES   NC(=O)N1C[C@H]1CO